Record 1
This record from the OMol25 dataset describes a 2-piece molecular cluster, C20H19F4 overall. The level of theory is ωB97M-V/def2-TZVPD.

- relative energy (zero: lowest compared OMol25 entry of this formula, charge and spin) (eV) = 1.665
- E_tot (Ha) = -1172.61381
- charge = +1
- orbital gap (eV) = 5.65
- maximum force (eV/Å) = 1.85
- lowest unoccupied orbital energy (eV) = -6.51

Cartesian coordinates (Å):
C: -2.782 -2.735 -1.609
C: -2.330 -1.514 -1.950
C: -3.055 -0.267 -1.524
C: -1.040 -1.356 -2.735
C: 0.155 -1.215 -1.812
C: 0.913 -2.456 -1.444
C: 0.521 -0.006 -1.328
H: -2.265 -3.643 -1.929
H: -3.694 -2.846 -1.018
H: -2.607 0.630 -1.968
H: -4.114 -0.309 -1.823
H: -3.036 -0.148 -0.428
H: -0.891 -2.241 -3.371
H: -1.111 -0.467 -3.382
H: 0.441 -3.340 -1.890
H: 1.961 -2.411 -1.781
H: 0.920 -2.596 -0.353
H: 1.490 0.096 -0.835
H: -0.022 0.895 -1.630
F: 3.058 -2.168 2.918
C: 1.771 -1.770 2.623
C: 0.734 -2.663 2.886
C: -0.548 -2.241 2.525
F: -1.603 -3.103 2.743
C: -0.804 -1.007 1.958
C: 0.276 -0.111 1.672
C: -0.024 1.052 0.899
C: 0.674 2.297 0.799
C: -0.085 3.447 0.405
C: 0.558 4.629 0.091
F: -0.195 5.710 -0.315
C: 1.946 4.789 0.172
C: 2.661 3.681 0.621
F: 4.030 3.804 0.744
C: 2.078 2.466 0.953
C: 1.580 -0.513 2.070
H: 0.914 -3.622 3.359
H: -1.824 -0.714 1.700
H: -1.061 1.100 0.556
H: -1.170 3.365 0.327
H: 2.434 5.726 -0.071
H: 2.710 1.648 1.275
H: 2.438 0.126 1.903

=====

Record 2
This record from the OMol25 dataset describes C20H19FeN5O2S7 as an isolated structure. The level of theory is ωB97M-V/def2-TZVPD.

- relative energy (zero: lowest compared OMol25 entry of this formula, charge and spin) (eV) = 0.452
- E_tot (Ha) = -5248.94786
- charge = -2
- orbital gap (spin up / spin down) (eV) = 4.64 / 4.64
- maximum force (eV/Å) = 0.59
- lowest unoccupied orbital energy (spin up / spin down) (eV) = 3.86 / 3.86

Cartesian coordinates (Å):
Fe: 0.831 -0.125 0.311
C: -2.527 1.765 2.214
C: -1.243 1.564 1.450
N: -0.706 0.390 1.394
N: -1.313 -0.608 2.164
C: -0.485 -1.555 2.460
S: 1.158 -1.685 1.979
S: -1.081 -2.918 3.434
C: -2.689 -2.306 4.017
C: -2.622 -1.674 5.379
C: -1.926 -0.482 5.577
C: -1.861 0.097 6.833
C: -2.485 -0.505 7.919
C: -3.171 -1.695 7.736
C: -3.236 -2.273 6.474
C: -0.563 2.700 0.837
C: -1.278 3.874 0.555
C: -0.674 5.023 0.099
C: 0.717 5.026 -0.058
C: 1.451 3.896 0.194
C: 0.848 2.669 0.587
O: 1.605 1.629 0.694
H: -2.467 1.286 3.189
H: -3.350 1.287 1.678
H: -2.750 2.818 2.350
H: -3.370 -3.158 4.027
H: -3.028 -1.595 3.263
H: -1.420 -0.027 4.733
H: -1.314 1.023 6.966
H: -2.431 -0.050 8.901
H: -3.656 -2.179 8.576
H: -3.774 -3.204 6.335
H: -2.355 3.870 0.668
H: -1.265 5.896 -0.146
H: 1.220 5.922 -0.405
H: 2.523 3.874 0.038
N: -0.264 -1.476 -0.730
N: 0.364 -2.001 -1.876
C: 1.561 -1.553 -2.207
N: 1.927 -1.846 -3.488
S: 2.569 -0.692 -1.151
H: -0.612 -2.263 -0.190
H: -1.046 -0.918 -1.082
H: -0.324 -2.243 -2.633
H: 1.137 -1.817 -4.131
H: 2.705 -1.283 -3.794
O: -5.483 1.631 -4.608
C: -4.424 1.094 -4.335
S: -4.058 -0.595 -4.652
C: -2.397 -0.639 -4.034
C: -1.920 0.527 -3.533
S: -0.358 0.938 -2.865
S: -3.050 1.896 -3.597
S: -1.645 -2.213 -4.260

=====

Record 3
This record from the OMol25 dataset describes one molecule with the formula C20H19N3O2. The level of theory is ωB97M-V/def2-TZVPD.

- relative energy (zero: lowest compared OMol25 entry of this formula, charge and spin) (eV) = 18.159
- SMILES string = CC(/C=C/c1ccco1)=N\NC(=O)CNc1ccc2ccccc2c1
- E_tot (Ha) = -1087.70081
- charge = 0
- orbital gap (eV) = 6.07
- maximum force (eV/Å) = 12.98
- lowest unoccupied orbital energy (eV) = -1.18

Cartesian coordinates (Å):
C: -2.286 -2.873 1.610
C: -1.570 -1.913 0.543
C: -0.264 -1.990 0.413
C: 0.338 -1.271 -0.756
C: 1.709 -1.428 -1.032
C: 2.519 -0.940 -1.963
C: 3.813 -1.353 -1.678
C: 3.787 -1.842 -0.404
O: 2.610 -1.690 0.087
N: -2.232 -0.935 -0.135
N: -3.674 -0.964 -0.008
C: -4.412 -0.052 -0.623
O: -5.703 0.052 -0.355
C: -3.683 1.144 -0.845
N: -2.742 1.826 -0.109
C: -1.397 1.760 -0.173
C: -0.736 1.964 -1.223
C: 0.697 1.881 -1.335
C: 1.399 1.741 -0.137
C: 2.865 1.753 -0.454
C: 3.646 1.554 0.813
C: 3.019 0.980 1.880
C: 1.530 1.275 1.989
C: 0.772 1.683 0.990
C: -0.533 1.441 1.027
H: -3.050 -2.270 2.525
H: -3.106 -3.603 1.038
H: -1.614 -3.598 2.044
H: 0.362 -2.569 1.235
H: -0.366 -0.745 -1.366
H: 2.089 -0.506 -2.871
H: 4.695 -1.001 -1.991
H: 4.637 -2.107 0.061
H: -4.351 -1.701 0.589
H: -2.986 0.711 -1.847
H: -4.243 2.209 -1.403
H: -2.984 1.676 0.941
H: -1.193 2.351 -2.238
H: 1.114 2.324 -2.208
H: 3.307 1.997 -1.359
H: 4.586 1.550 0.873
H: 3.596 1.032 2.910
H: 1.086 0.999 3.204
H: -1.051 1.449 1.743